No. 1
Density functional theory data (ωB97M-V/def2-TZVPD) for an isolated molecule of C15H22N2O5S.

Properties
Total energy (eV): -39964.5445
Kohn-Sham gap (eV): 8.593
Charge: 0
HOMO level (eV): -7.90
SMILES string: CCCCCNC(=O)CN(c1ccc2c(c1)OCO2)S(C)(=O)=O
2S+1: 1

Geometry (Å):
C  0.529  -0.408  -6.951
C  1.232  -0.424  -5.598
C  0.367  0.111  -4.457
C  0.054  1.600  -4.594
C  -0.685  2.146  -3.373
N  0.143  2.136  -2.186
C  -0.106  1.352  -1.127
O  -1.100  0.659  -1.018
C  0.942  1.431  -0.013
N  1.040  0.189  0.714
C  0.277  -0.055  1.861
C  0.688  -1.079  2.712
C  -0.002  -1.380  3.881
C  -1.103  -0.615  4.181
C  -1.518  0.410  3.332
C  -0.860  0.707  2.165
O  -2.635  1.008  3.852
C  -2.912  0.327  5.058
O  -1.950  -0.685  5.260
S  1.430  -1.131  -0.263
C  -0.082  -2.102  -0.425
O  2.414  -1.932  0.401
O  1.797  -0.576  -1.535
H  0.321  0.609  -7.275
H  -0.412  -0.952  -6.897
H  1.153  -0.880  -7.707
H  1.518  -1.450  -5.359
H  2.150  0.164  -5.660
H  -0.571  -0.448  -4.423
H  0.891  -0.062  -3.516
H  -0.572  1.774  -5.471
H  0.984  2.158  -4.730
H  -1.011  3.175  -3.562
H  -1.559  1.531  -3.149
H  1.042  2.585  -2.262
H  1.927  1.627  -0.443
H  0.691  2.235  0.684
H  1.565  -1.645  2.445
H  0.321  -2.174  4.533
H  -1.233  1.473  1.509
H  -3.917  -0.124  5.003
H  -2.881  1.038  5.898
H  0.115  -2.867  -1.164
H  -0.303  -2.538  0.540
H  -0.866  -1.429  -0.751


No. 2
Density functional theory data (ωB97M-V/def2-TZVPD) for a structure of composition C22H41ClGaNOP3.

Properties
Total energy (eV): -119751.2113
Kohn-Sham gap (spin up / spin down) (eV): 5.380 / 6.285
Charge: +3
HOMO level (spin up / spin down) (eV): -16.12 / -16.12
2S+1: 1

Geometry (Å):
Ga  -0.564  2.987  -0.922
P  1.775  -1.235  2.341
P  1.666  2.821  -0.203
P  -1.388  -3.292  -0.033
H  -0.174  3.556  -3.262
C  -0.942  2.941  -2.796
C  -2.010  3.678  -2.097
H  -2.047  4.776  -2.083
C  3.227  -1.970  1.451
C  2.641  -0.011  3.410
C  1.457  -2.544  3.570
C  2.414  4.400  -0.771
C  1.354  3.184  1.579
C  3.035  1.598  -0.158
C  -2.781  -3.381  -1.204
C  -1.777  -3.235  1.713
C  0.255  -3.668  -0.646
H  -1.098  2.039  -3.389
H  -2.968  3.179  -2.166
H  3.836  -2.587  2.131
H  3.848  -1.174  1.010
H  2.852  -2.599  0.628
H  3.203  -0.501  4.216
H  1.876  0.638  3.856
H  3.321  0.624  2.827
H  2.387  -3.038  3.863
H  0.771  -3.283  3.150
H  0.978  -2.102  4.449
H  3.425  4.447  -0.326
H  1.828  5.283  -0.458
H  2.519  4.438  -1.861
H  1.569  4.251  1.758
H  1.996  2.541  2.210
H  0.303  2.975  1.839
H  4.002  2.126  -0.079
H  3.061  0.990  -1.078
H  2.930  0.912  0.703
H  -3.418  -4.242  -0.937
H  -2.423  -3.419  -2.246
H  -3.355  -2.436  -1.148
H  -2.814  -3.544  1.905
H  -1.658  -2.210  2.093
H  -1.048  -3.853  2.246
H  0.280  -4.537  -1.301
H  0.962  -3.845  0.181
H  0.706  -2.829  -1.220
C  -1.100  -0.749  -2.872
C  0.275  -0.881  -3.342
C  0.545  -1.871  -4.285
C  -0.473  -2.679  -4.803
C  -1.791  -2.218  -4.678
C  -2.064  -1.107  -3.907
O  -1.354  -0.444  -1.652
H  -1.276  -1.897  -0.225
H  1.032  -0.264  -2.828
H  1.571  -2.187  -4.448
H  -0.279  -3.557  -5.433
H  -2.570  -2.667  -5.298
H  -3.058  -0.659  -3.789
Cl  -3.506  4.594  2.745
C  -2.773  3.080  2.366
C  -2.451  2.168  3.362
C  -1.772  0.990  3.023
C  -1.316  0.829  1.697
N  -1.553  1.769  0.735
C  -2.417  2.806  1.034
H  -2.715  2.403  4.387
H  -1.551  0.218  3.771
H  -0.697  -0.039  1.436
H  -2.717  3.515  0.257